[1]
Density functional theory data (ωB97M-V with the def2-TZVPD basis set) for a structure of composition C32H45N3O5ReS2Se2 at a distorted geometry.

Computed properties:
ΔE to the lowest compared entry with this formula, charge and spin = 44.3 kcal per mole
maximum force = 1.7 eV/Å
HOMO energy (spin up / spin down) = -0.6558 / -0.6558 Eh
frontier orbital gap (spin up / spin down) = 5.134 / 4.276 eV
⟨S²⟩ = 3.7734
electronic energy = -7462.96667 Eh

Geometry as ORCA input:
```
! RIJCOSX wB97M-V def2-TZVPD def2/J DEFGRID3
* xyz 4 4
Re 0.250 -0.320 0.777
O -0.189 -2.643 4.167
C -0.179 -2.079 3.028
O 0.514 -1.070 2.756
C -1.019 -2.687 1.965
C -1.808 -3.815 2.076
C -2.507 -4.234 0.946
C -2.392 -3.509 -0.241
C -1.594 -2.384 -0.257
N -0.927 -1.990 0.833
C -1.359 -1.416 -1.374
O -1.810 -1.576 -2.559
O -0.701 -0.382 -1.139
H 0.329 -2.177 4.855
H -1.887 -4.330 3.027
H -3.144 -5.111 0.990
H -2.946 -3.828 -1.117
H -2.289 -2.403 -2.738
C 1.597 2.104 3.084
Se 1.941 1.505 1.266
C 3.829 0.954 1.534
C 4.242 0.153 2.759
Se 3.715 -1.729 2.903
C 4.793 -2.162 4.460
H 2.442 2.710 3.403
H 1.463 1.243 3.732
H 0.693 2.708 3.090
H 4.328 1.921 1.598
H 4.124 0.490 0.595
H 3.913 0.639 3.675
H 5.332 0.146 2.761
H 5.849 -2.100 4.215
H 4.550 -3.185 4.735
H 4.562 -1.493 5.284
C -6.778 2.603 -1.135
C -6.019 3.100 0.095
C -5.335 1.998 0.904
C -4.327 1.177 0.103
N -3.188 2.007 -0.338
C -1.989 2.088 0.182
S -1.551 1.061 1.575
N -1.109 2.961 -0.261
C -1.272 3.804 -1.464
C -2.189 5.018 -1.278
C -1.562 6.167 -0.490
C -1.472 5.940 1.019
H -7.384 3.401 -1.557
H -7.437 1.769 -0.882
H -6.113 2.263 -1.938
H -6.727 3.589 0.762
H -5.309 3.890 -0.180
H -6.091 1.303 1.278
H -4.831 2.429 1.776
H -4.802 0.769 -0.789
H -3.952 0.355 0.712
H -3.410 2.675 -1.069
H -0.252 3.053 0.254
H -1.639 3.174 -2.279
H -0.277 4.149 -1.741
H -3.132 4.726 -0.801
H -2.428 5.370 -2.283
H -2.175 7.049 -0.665
H -0.580 6.413 -0.902
H -2.448 5.693 1.444
H -1.112 6.841 1.514
H -0.775 5.133 1.282
O 1.774 -1.166 -0.419
S 3.090 -1.965 -0.725
C 3.605 -1.403 -2.321
C 2.729 -1.289 -3.397
C 3.247 -0.922 -4.625
C 4.609 -0.649 -4.762
C 5.464 -0.753 -3.674
C 4.964 -1.134 -2.436
C 2.527 -3.618 -1.064
C 1.264 -3.842 -1.601
C 0.898 -5.140 -1.922
C 1.782 -6.191 -1.690
C 3.033 -5.950 -1.142
C 3.415 -4.654 -0.817
H 1.670 -1.495 -3.289
H 2.589 -0.856 -5.482
H 5.002 -0.353 -5.725
H 6.519 -0.535 -3.782
H 5.630 -1.232 -1.584
H 0.606 -3.003 -1.791
H -0.064 -5.337 -2.384
H 1.492 -7.203 -1.942
H 3.721 -6.770 -0.977
H 4.389 -4.454 -0.384
*
```

Charges per atom according to Mulliken partitioning, unit e: 2.32 -0.39 0.28 -0.57 0.32 -0.58 -0.95 -1.12 1.07 0.82 0.58 -0.41 -0.62 0.44 0.65 0.56 0.49 0.39 -1.06 0.03 -0.54 -1.03 0.18 -1.10 0.49 0.32 0.38 0.59 0.23 0.42 0.58 0.35 0.37 0.37 -1.20 -0.20 -0.62 -0.98 -0.07 0.66 -0.39 0.37 -1.30 0.21 -0.71 -0.84 0.40 0.32 0.27 0.40 -0.01 0.43 0.24 0.50 0.30 0.31 0.06 0.40 0.60 -0.27 0.43 0.36 0.34 0.26 0.42 0.03 -1.03 0.19 0.80 -0.09 -0.87 -0.54 -0.86 -0.33 0.61 0.15 -0.86 -0.62 -0.77 -0.51 0.21 0.46 0.45 0.45 0.46 0.20 0.47 0.46 0.46 0.50

=====

[2]
Density functional theory data (ωB97M-V with the def2-TZVPD basis set) for a structure of composition C7H13NOS2 at a distorted geometry.

Computed properties:
ΔE to the lowest compared entry with this formula, charge and spin = 154.6 kcal per mole
maximum force = 8.6 eV/Å
HOMO energy = -0.3317 Eh
frontier orbital gap = 9.233 eV
electronic energy = -1200.62255 Eh

Geometry as ORCA input:
```
! RIJCOSX wB97M-V def2-TZVPD def2/J DEFGRID3
* xyz 0 1
C 3.003 1.494 -1.497
C 1.921 2.237 -1.138
C -0.251 0.433 -1.029
C -1.244 -0.362 -0.320
C -0.610 -1.474 0.452
C -1.686 -2.254 1.101
C -2.722 -1.670 3.180
H 3.036 0.331 -0.562
H 2.633 1.194 -2.839
H 4.102 2.141 -1.556
H 1.472 2.627 -1.977
H 2.220 3.143 -0.520
H 0.510 -0.196 -1.649
H -0.862 1.015 -1.850
H -1.882 -0.753 -1.170
H -1.899 0.277 0.528
H -0.089 -1.036 1.253
H 0.100 -2.026 -0.216
H -1.203 -3.070 1.661
H -2.345 -2.847 0.430
N -2.593 -1.523 2.046
O 0.123 2.757 0.559
S 0.801 1.467 0.127
S -2.536 -1.904 4.987
*
```

Charges per atom according to natural (NBO) partitioning, unit e: -0.57 -0.68 -0.61 -0.43 -0.44 -0.21 0.44 0.19 0.19 0.25 0.23 0.24 0.23 0.24 0.22 0.24 0.22 0.23 0.21 0.22 -0.47 -0.96 1.22 -0.23

=====

[3]
Density functional theory data (ωB97M-V with the def2-TZVPD basis set) for a structure of composition C28H10AuClF15GeNO4SSe at a distorted geometry.

Computed properties:
ΔE to the lowest compared entry with this formula, charge and spin = 12.4 kcal per mole
maximum force = 1.3 eV/Å
HOMO energy = -0.1145 Eh
frontier orbital gap = 6.805 eV
electronic energy = -8399.23328 Eh

Geometry as ORCA input:
```
! RIJCOSX wB97M-V def2-TZVPD def2/J DEFGRID3
* xyz -2 1
Au 0.684 -1.528 -1.219
Se 5.058 -1.542 0.822
C 3.491 -1.373 0.064
N 2.451 -1.270 -0.451
O -0.083 -0.070 1.109
H 0.806 -0.212 1.453
H -0.051 0.829 0.737
F 0.329 7.624 0.606
C -0.635 6.917 -0.009
C -0.533 5.541 -0.080
C -1.565 4.870 -0.712
F -1.549 3.542 -0.801
C -2.645 5.538 -1.270
F -3.633 4.872 -1.879
C -2.706 6.916 -1.191
F -3.743 7.576 -1.717
C -1.698 7.615 -0.552
F -1.769 8.952 -0.464
Ge 1.102 4.578 0.643
S 1.533 2.586 0.232
C 2.640 5.682 -0.034
C 3.860 5.579 0.613
F 3.936 4.915 1.772
C 5.022 6.129 0.104
F 6.177 6.066 0.777
C 4.984 6.756 -1.129
F 6.097 7.292 -1.643
C 3.799 6.817 -1.836
F 3.784 7.384 -3.051
C 2.652 6.281 -1.279
F 1.521 6.347 -2.002
C 0.821 5.166 2.570
C 1.514 6.108 3.307
F 2.396 6.933 2.727
C 1.291 6.289 4.663
F 1.965 7.224 5.351
C 0.345 5.521 5.314
F 0.132 5.693 6.622
C -0.404 4.604 4.599
F -1.362 3.905 5.218
C -0.153 4.450 3.248
F -0.916 3.591 2.560
C -3.617 -2.376 3.326
C -2.414 -3.101 2.788
C -1.478 -3.667 3.639
C -0.343 -4.274 3.127
Cl 0.859 -4.898 4.221
C -0.160 -4.397 1.764
C -1.111 -3.865 0.907
C -2.205 -3.171 1.406
O -3.133 -2.564 0.610
C -2.701 -1.680 -0.438
C -2.245 -2.329 -1.769
O -3.068 -2.973 -2.409
O -1.053 -2.066 -2.181
H -3.886 -2.744 4.316
H -4.461 -2.497 2.649
H -3.399 -1.308 3.402
H -1.622 -3.607 4.711
H 0.724 -4.879 1.369
H -1.004 -3.992 -0.160
H -1.926 -1.008 -0.070
H -3.606 -1.118 -0.669
*
```

Charges per atom according to natural (NBO) partitioning, unit e: 0.63 -0.31 0.15 -0.65 -0.99 0.48 0.50 -0.32 0.40 -0.53 0.41 -0.29 0.24 -0.30 0.28 -0.30 0.23 -0.30 1.30 -0.80 -0.53 0.41 -0.31 0.24 -0.30 0.28 -0.30 0.23 -0.30 0.40 -0.32 -0.53 0.40 -0.32 0.23 -0.30 0.28 -0.30 0.24 -0.30 0.40 -0.30 -0.63 -0.07 -0.24 -0.04 -0.04 -0.23 -0.27 0.38 -0.53 -0.18 0.74 -0.68 -0.80 0.20 0.23 0.23 0.21 0.23 0.24 0.21 0.20

=====

Q: Among the records above, which one has the highest maximum force?
A: C7H13NOS2

=====

Copy entry 2 word for word.
Density functional theory data (ωB97M-V with the def2-TZVPD basis set) for a structure of composition C7H13NOS2 at a distorted geometry.

Computed properties:
ΔE to the lowest compared entry with this formula, charge and spin = 154.6 kcal per mole
maximum force = 8.6 eV/Å
HOMO energy = -0.3317 Eh
frontier orbital gap = 9.233 eV
electronic energy = -1200.62255 Eh

Geometry as ORCA input:
```
! RIJCOSX wB97M-V def2-TZVPD def2/J DEFGRID3
* xyz 0 1
C 3.003 1.494 -1.497
C 1.921 2.237 -1.138
C -0.251 0.433 -1.029
C -1.244 -0.362 -0.320
C -0.610 -1.474 0.452
C -1.686 -2.254 1.101
C -2.722 -1.670 3.180
H 3.036 0.331 -0.562
H 2.633 1.194 -2.839
H 4.102 2.141 -1.556
H 1.472 2.627 -1.977
H 2.220 3.143 -0.520
H 0.510 -0.196 -1.649
H -0.862 1.015 -1.850
H -1.882 -0.753 -1.170
H -1.899 0.277 0.528
H -0.089 -1.036 1.253
H 0.100 -2.026 -0.216
H -1.203 -3.070 1.661
H -2.345 -2.847 0.430
N -2.593 -1.523 2.046
O 0.123 2.757 0.559
S 0.801 1.467 0.127
S -2.536 -1.904 4.987
*
```

Charges per atom according to natural (NBO) partitioning, unit e: -0.57 -0.68 -0.61 -0.43 -0.44 -0.21 0.44 0.19 0.19 0.25 0.23 0.24 0.23 0.24 0.22 0.24 0.22 0.23 0.21 0.22 -0.47 -0.96 1.22 -0.23